ORCA calculation (wB97M-V/def2-TZVPD) on a 2-piece molecular cluster, C4H9NO2 overall.

Each line ends with the Löwdin charge.
Element x y z (Å)
O1 -1.28 0.28 1.68  -0.06
H1 1.06 -1.57 -1.41  0.08
H2 2.52 -1.11 -0.51  0.07
N1 1.34 0.51 -1.25  -0.18
C1 -2.61 -0.22 1.42  -0.05
O2 -0.95 0.17 -0.49  0.02
H3 1.22 2.14 0.01  0.08
H4 2.47 -0.94 -2.28  0.07
H5 2.19 0.71 0.66  0.09
H6 -3.05 -0.41 2.40  0.09
C2 1.88 -0.84 -1.36  -0.14
C3 1.50 1.09 -0.09  -0.11
H7 -0.08 0.37 -1.14  0.08
C4 -0.47 0.45 0.66  -0.23
H8 -2.56 -1.15 0.84  0.09
H9 -3.19 0.51 0.86  0.09

Its total charge is 0. For the frontier orbital gap, the calculation gives 9.5 eV. Its HOMO energy is -8.57 eV.

ORCA calculation (wB97M-V/def2-TZVPD) on C42H40BF15GaGeN6S as an isolated structure.

Each line ends with the Löwdin charge.
Element x y z (Å)
F1 -0.67 8.88 0.81  0.16
F2 1.31 7.08 0.37  0.13
F3 -3.19 5.64 3.05  0.12
C1 3.20 -2.67 -2.42  0.00
C2 0.26 3.21 -2.16  -0.52
S1 -1.64 1.46 1.53  0.49
C3 -0.49 -2.46 3.15  -0.53
N1 0.93 -1.06 1.60  0.07
N2 1.25 1.45 -0.62  0.07
B1 2.64 -0.57 -0.14  -0.49
H1 4.82 -2.12 3.14  0.09
H2 3.75 -0.92 -0.38  0.12
C4 2.96 3.56 5.35  -0.12
F4 -3.09 1.44 7.51  0.14
H3 -0.17 1.30 -3.12  0.07
F5 -6.12 2.45 4.05  0.14
F6 1.98 5.39 6.45  0.15
F7 -0.29 5.08 4.98  0.11
H4 4.87 -0.65 2.16  0.09
H5 1.04 5.21 -1.75  0.08
F8 -4.03 3.17 2.46  0.07
H6 0.99 2.30 -4.01  0.10
C5 4.89 1.54 -0.85  0.01
H7 -0.17 5.13 -3.05  0.09
H8 -0.82 -3.27 1.16  0.07
H9 -2.33 -1.03 -0.17  0.05
C6 0.68 4.62 -2.60  -0.03
Ga1 0.00 0.32 0.47  0.37
H10 4.84 -2.23 1.37  0.09
F9 4.06 3.70 6.06  0.16
C7 -0.37 -2.98 4.58  -0.04
H11 -1.46 2.27 -1.24  0.02
C8 2.74 2.82 -1.53  0.06
C9 -1.95 7.27 1.93  -0.13
H12 -0.73 2.72 -4.02  0.10
C10 -1.12 5.01 2.12  -0.12
H13 -1.49 -0.61 3.69  0.08
H14 3.18 3.65 -2.05  0.12
C11 1.89 4.42 5.55  -0.13
C12 0.62 3.24 3.85  -0.13
H15 -2.58 -1.98 3.39  0.10
C13 -1.83 -1.75 -2.16  -0.53
C14 -1.07 3.27 -1.42  -0.04
H16 -3.44 -3.20 -2.03  0.10
H17 -3.20 -1.33 -3.79  0.10
C15 0.20 6.71 1.01  -0.14
C16 0.75 4.25 4.79  -0.22
H18 3.85 -1.85 -2.73  0.09
C17 2.98 -1.62 2.22  -0.24
C18 2.87 2.55 4.41  -0.13
C19 2.09 -2.18 3.12  0.06
H19 -1.32 -3.40 4.90  0.09
C20 4.47 -1.66 2.22  0.01
F10 3.90 1.72 4.21  0.13
H20 -2.15 -3.47 -0.86  0.08
H21 5.16 0.65 -1.41  0.09
Ge1 -1.10 3.16 2.87  0.85
N3 2.26 -0.96 1.30  0.04
N4 2.51 0.95 -0.40  0.05
H22 -1.90 -3.89 -2.56  0.09
C21 0.62 -2.49 -2.63  0.06
C22 -0.81 7.64 1.24  -0.12
C23 -2.10 5.96 2.36  -0.21
N5 0.28 -1.01 -1.02  0.07
H23 -3.59 -0.77 -1.36  0.11
H24 5.21 1.39 0.18  0.09
H25 1.48 4.58 -3.34  0.09
C24 0.08 2.33 -3.41  -0.02
C25 -2.36 -3.17 -1.89  -0.02
H26 -1.68 -2.06 -4.31  0.09
H27 0.08 -4.35 2.23  0.10
C26 3.42 1.78 -0.92  -0.24
C27 -0.34 -1.75 -1.94  -0.21
C28 1.38 2.56 -1.37  -0.19
H28 2.35 -2.78 3.98  0.12
H29 -1.82 -1.15 2.04  0.00
C29 -2.29 2.35 5.48  -0.21
C30 -2.51 2.82 4.20  -0.15
F11 -5.63 1.59 6.58  0.16
C31 0.81 -1.84 2.69  -0.19
F12 1.01 4.53 1.24  0.08
C32 0.03 5.42 1.46  -0.24
C33 -4.88 2.44 4.52  -0.13
H30 -0.11 -2.17 5.26  0.10
H31 5.42 2.40 -1.26  0.09
N6 1.62 -1.27 -1.09  0.07
H32 3.13 -3.39 -3.23  0.09
H33 3.66 -3.15 -1.56  0.09
H34 -1.80 3.82 -2.01  0.10
C34 -4.63 1.99 5.81  -0.12
H35 0.46 -3.18 -3.44  0.13
H36 -0.96 3.77 -0.46  0.06
F13 -1.04 2.26 5.97  0.11
C35 -1.66 -1.48 3.06  -0.07
C36 -2.12 -1.35 -3.61  -0.02
F14 1.61 1.42 2.80  0.07
H37 -2.16 0.26 -1.40  0.06
H38 -1.72 -0.36 -3.83  0.08
C37 -3.81 2.82 3.74  -0.26
C38 1.84 -2.16 -2.07  -0.23
C39 -0.74 -3.63 2.18  -0.02
C40 1.70 2.41 3.69  -0.22
C41 -2.52 -0.76 -1.21  -0.05
H39 -1.67 -4.14 2.45  0.10
F15 -2.88 8.17 2.19  0.15
C42 -3.33 1.93 6.29  -0.13
H40 0.38 -3.76 4.66  0.08

Its total charge is +1. For the frontier orbital gap, the calculation gives 9.3 eV. Its HOMO energy is -11.71 eV.